A 2-piece molecular cluster, C3Cl3F4OP overall in a non-equilibrium geometry, computed with the ωB97M-V functional and the def2-TZVPD basis.

Geometry as ORCA input:
```
! wB97M-V def2-TZVPD RIJCOSX def2/J DEFGRID3
* xyz 0 1
C -0.26 -0.92 -0.93
C 0.93 -1.44 -0.95
C -0.75 -0.07 0.90
O 0.19 1.60 -0.95
F 1.38 -2.08 -1.96
F 1.74 -1.62 0.08
F -2.06 0.06 1.15
F -0.24 -0.87 1.85
P 0.00 1.54 0.50
Cl -1.22 -0.70 -2.23
Cl 1.72 1.60 1.40
Cl -1.43 2.89 1.15
*
```

The calculation puts the energy at -2310.91126 Eh. As for the LUMO energy: -0.403 eV. The energy above the lowest of the compared OMol25 structures with the same formula, charge and spin is 17.50 kcal per mole. The calculation puts the max |F| at 5.01 eV/A. The HOMO energy is -9.533 eV.

These are the Mulliken partial charges, in e, on atoms 1 to 5:
1. C 0.003
2. C 0.468
3. C 0.552
4. O -0.534
5. F -0.228

=====

C42H41BiBr3N6O4S2 as an isolated structure, computed with the ωB97M-V functional and the def2-TZVPD basis.

Geometry as ORCA input:
```
! wB97M-V def2-TZVPD RIJCOSX def2/J DEFGRID3
* xyz -1 1
Bi -1.15 0.24 0.01
C 0.74 -0.63 4.34
C -0.01 -0.78 3.04
N -0.39 0.26 2.38
N -0.21 1.47 3.02
C -1.00 2.40 2.62
S -2.20 2.35 1.37
S -0.92 3.95 3.47
C -0.20 3.46 5.06
C 1.31 3.34 5.12
C 2.14 4.18 4.38
C 3.52 4.08 4.49
C 4.09 3.14 5.34
C 3.27 2.30 6.08
C 1.89 2.40 5.97
C -0.47 -2.12 2.64
C 0.17 -3.27 3.11
C -0.34 -4.54 2.93
C -1.57 -4.68 2.28
C -2.22 -3.58 1.78
C -1.68 -2.27 1.88
O -2.29 -1.30 1.28
H 1.24 0.33 4.37
H 0.05 -0.69 5.18
H 1.47 -1.44 4.46
H -0.55 4.22 5.75
H -0.66 2.51 5.34
H 1.70 4.90 3.70
H 4.15 4.74 3.90
H 5.17 3.06 5.41
H 3.70 1.56 6.74
H 1.25 1.74 6.54
H 1.12 -3.17 3.63
H 0.20 -5.41 3.31
H -2.01 -5.67 2.16
H -3.16 -3.68 1.25
C 1.15 -1.84 -3.18
C 1.66 -0.42 -3.19
C 2.54 0.02 -4.20
C 2.95 1.31 -4.23
C 2.52 2.21 -3.22
C 2.87 3.58 -3.17
Br 3.90 4.38 -4.56
C 2.46 4.36 -2.12
C 1.70 3.79 -1.09
Br 1.20 4.91 0.36
C 1.32 2.44 -1.04
O 0.67 1.92 -0.07
C 1.71 1.66 -2.20
N 1.27 0.38 -2.22
H 0.91 -2.16 -4.20
H 0.26 -1.89 -2.55
H 1.91 -2.52 -2.79
H 2.89 -0.69 -4.95
H 3.62 1.67 -5.00
H 2.72 5.40 -2.08
C -1.70 3.72 -4.56
C -2.69 3.11 -3.59
C -4.06 3.31 -3.67
C -4.90 2.78 -2.71
C -4.33 2.06 -1.68
Br -5.45 1.43 -0.28
N -3.04 1.81 -1.60
C -2.24 2.33 -2.54
H -2.22 4.18 -5.40
H -1.01 2.97 -4.94
H -1.11 4.48 -4.06
H -4.47 3.89 -4.49
H -5.97 2.92 -2.76
H -1.19 2.09 -2.45
C -4.25 -1.78 -1.69
C -2.91 -1.80 -2.44
C -2.55 -3.27 -2.74
C -3.07 -1.07 -3.77
O -1.88 -1.24 -1.67
H -4.90 -2.60 -2.02
H -4.78 -0.84 -1.86
H -4.06 -1.88 -0.62
H -3.27 -3.73 -3.41
H -2.53 -3.84 -1.80
H -1.56 -3.33 -3.20
H -3.95 -1.41 -4.32
H -2.19 -1.22 -4.40
H -3.17 0.01 -3.59
N 2.87 -6.02 0.83
C 3.47 -4.91 0.31
O 4.65 -4.86 0.04
C 2.54 -3.74 0.13
C 1.25 -3.91 -0.33
C 0.41 -2.81 -0.39
N 0.81 -1.60 -0.01
C 2.08 -1.42 0.36
C 2.99 -2.47 0.44
H 3.44 -6.82 1.02
H 1.93 -5.97 1.20
H 0.88 -4.88 -0.63
H -0.61 -2.87 -0.76
H 2.36 -0.41 0.63
H 4.00 -2.30 0.77
*
```

The calculation puts the energy at -10987.76022 Eh. As for the LUMO energy: 2.313 eV. The energy above the lowest of the compared OMol25 structures with the same formula, charge and spin is 18.49 kcal per mole. The calculation puts the max |F| at 0.67 eV/A. The HOMO energy is -4.724 eV.

These are the Mulliken partial charges, in e, on atoms 1 to 5:
1. Bi 3.757
2. C -1.113
3. C 0.104
4. N 0.159
5. N -0.452

=====

One molecule with the formula C5H7NO, computed with the ωB97M-V functional and the def2-TZVPD basis.

Geometry as ORCA input:
```
! wB97M-V def2-TZVPD RIJCOSX def2/J DEFGRID3
* xyz 0 1
O -1.81 0.09 -1.77
C -0.83 0.16 -0.84
C -1.07 0.75 0.36
C -0.21 0.36 1.45
C 0.96 -0.24 1.21
C 1.46 -0.38 -0.21
N 0.34 -0.44 -1.15
H -2.59 0.18 -1.20
H -1.84 1.51 0.43
H -0.60 0.46 2.47
H 1.59 -0.60 2.02
H 2.02 -1.32 -0.31
H 2.15 0.44 -0.47
H 0.41 -0.99 -1.99
*
```

The calculation puts the energy at -324.67817 Eh. The SMILES is OC1=CC=CCN1. As for the LUMO energy: 0.918 eV. The energy above the lowest of the compared OMol25 structures with the same formula, charge and spin is 29.05 kcal per mole. The calculation puts the max |F| at 0.69 eV/A. The HOMO energy is -7.112 eV.

These are the Mulliken partial charges, in e, on atoms 1 to 5:
1. O -0.534
2. C 0.521
3. C -0.801
4. C -0.188
5. C -0.561

=====

C3H4O4Zn as an isolated structure in a non-equilibrium geometry, computed with the ωB97M-V functional and the def2-TZVPD basis.

Geometry as ORCA input:
```
! wB97M-V def2-TZVPD RIJCOSX def2/J DEFGRID3
* xyz 2 1
C 0.78 0.21 0.52
O 1.93 0.18 0.94
O 0.43 0.78 -0.61
C -0.96 0.68 -0.69
O -0.35 0.52 1.41
C -1.40 0.79 0.60
Zn 3.52 0.77 0.76
H -2.40 0.71 1.01
H -1.41 1.05 -1.61
O 0.28 -1.86 -0.97
H 0.24 -2.47 -0.23
H -0.65 -1.36 -1.13
*
```

The calculation puts the energy at -2196.12935 Eh. As for the LUMO energy (alpha / beta): -13.548 / -13.548 eV. The energy above the lowest of the compared OMol25 structures with the same formula, charge and spin is 0.00 kcal per mole. The calculation puts the max |F| at 7.12 eV/A. The HOMO energy (alpha / beta) is -18.257 / -18.257 eV.

These are the Mulliken partial charges, in e, on atoms 1 to 5:
1. C 1.201
2. O -0.617
3. O -0.198
4. C -0.456
5. O -0.173

=====

One molecule with the formula C8H12ClNO2S in a non-equilibrium geometry, computed with the ωB97M-V functional and the def2-TZVPD basis.

Geometry as ORCA input:
```
! wB97M-V def2-TZVPD RIJCOSX def2/J DEFGRID3
* xyz 0 1
C -0.36 2.14 1.06
C 0.48 1.42 -0.01
C 1.84 0.94 0.54
C 2.66 0.27 -0.54
C -1.87 -0.59 -1.36
C -1.49 -1.57 -0.50
C -1.39 -2.43 1.57
C -0.16 -2.31 -0.37
H 0.16 3.04 1.44
H -0.63 1.49 1.90
H -1.29 2.55 0.62
H 0.66 2.06 -0.88
H -0.13 0.54 -0.39
H 1.67 0.26 1.39
H 2.44 1.79 0.91
H 3.71 0.03 -0.24
H 2.72 0.86 -1.44
H -3.24 0.80 -2.44
H -1.09 -0.37 -2.07
H -1.61 -2.73 2.57
N -2.25 -1.85 0.72
O -0.16 -2.76 0.98
O 0.62 -2.68 -1.22
S -3.29 0.40 -1.12
Cl 2.00 -1.29 -1.12
*
```

The calculation puts the energy at -1375.52436 Eh. As for the LUMO energy: -0.752 eV. The energy above the lowest of the compared OMol25 structures with the same formula, charge and spin is 52.33 kcal per mole. The calculation puts the max |F| at 6.38 eV/A. The HOMO energy is -8.616 eV.

These are the Mulliken partial charges, in e, on atoms 1 to 5:
1. C -1.371
2. C 0.151
3. C -0.548
4. C -0.696
5. C -0.332

=====

A 3-piece molecular cluster, C4H13NO2 overall in a non-equilibrium geometry, computed with the ωB97M-V functional and the def2-TZVPD basis.

Geometry as ORCA input:
```
! wB97M-V def2-TZVPD RIJCOSX def2/J DEFGRID3
* xyz 0 1
C 0.27 -0.82 1.86
C -0.14 -0.80 0.58
N -1.35 -1.15 0.01
C 0.90 -0.23 -0.47
C 1.73 -1.38 -1.01
H 1.31 -0.81 2.21
H -0.46 -1.02 2.66
H -1.64 -0.85 -0.91
H -2.15 -1.53 0.48
H 1.18 0.56 0.21
H 0.39 0.29 -1.33
H 2.10 -1.93 -0.17
H 1.18 -1.98 -1.75
H 2.53 -0.96 -1.61
O -1.80 1.35 -1.41
H -1.25 1.26 -0.60
H -1.52 2.21 -1.76
O -0.43 2.88 0.79
H -1.05 2.77 1.52
H 0.18 2.15 0.71
*
```

The calculation puts the energy at -365.38663 Eh. The SMILES is C=C(N)CC.O.O. As for the LUMO energy: 0.768 eV. The energy above the lowest of the compared OMol25 structures with the same formula, charge and spin is 35.05 kcal per mole. The calculation puts the max |F| at 3.17 eV/A. The HOMO energy is -8.160 eV.

These are the Mulliken partial charges, in e, on atoms 1 to 5:
1. C -1.123
2. C 0.662
3. N -0.363
4. C -0.404
5. C -1.223

=====

The lowest energy above the lowest of the compared OMol25 structures with the same formula, charge and spin belongs to which entry?
C3H4O4Zn

=====

Which of these has the highest energy above the lowest of the compared OMol25 structures with the same formula, charge and spin?
C8H12ClNO2S

=====

Which formula does entry 3 have?
C5H7NO